Entry 1:
Molecular formula: C47H53As2N2V
Method: DFT, wB97M-V/def2-TZVPD

The geometry in XYZ format:
```
105
Properties=species:S:1:pos:R:3:lowdin_spin:R:1
V -0.21282 -0.49992 -0.48656 1.98
C 1.76829 -3.30961 -2.87708 0.00
C 2.20689 -2.95409 -1.45267 0.00
C 1.00837 -2.95126 -0.50774 0.01
C 3.11069 -1.72877 -1.41058 0.00
C 4.46894 -1.95248 -1.22287 0.00
C 5.37785 -0.91240 -1.31715 0.00
C 4.93214 0.35545 -1.63333 0.00
C 3.57798 0.65313 -1.82042 0.00
C 3.28882 2.12378 -2.14973 0.00
C 2.20327 2.47687 -3.16768 0.00
C 3.08178 2.94493 -0.87633 0.00
C 2.68166 -0.41596 -1.66737 0.00
N 1.25453 -0.21443 -1.77568 -0.01
C 0.68250 -0.03762 -2.95021 0.02
C -0.70380 -0.03017 -3.08319 0.01
C -1.46477 0.20459 -4.22318 0.02
C -2.78706 0.02166 -3.85694 0.01
C -2.81701 -0.31554 -2.49662 0.01
N -1.55628 -0.34557 -1.99275 0.00
C -4.06686 -0.72461 -1.75103 0.00
C -5.27263 0.06396 -2.27737 0.00
C -3.95771 -0.47446 -0.23962 0.00
C -4.29746 -2.22085 -2.04740 0.00
H 1.30734 -4.29956 -2.90000 0.00
H 2.62004 -3.31942 -3.55741 0.00
H 1.03329 -2.60009 -3.26375 0.00
H 2.83684 -3.77181 -1.10156 0.00
H 0.11726 -2.46905 -0.97070 0.00
H 1.23865 -2.53257 0.47503 0.00
H 0.61418 -3.95444 -0.33759 0.00
H 4.81751 -2.96134 -1.02977 0.00
H 6.43654 -1.09540 -1.17503 0.00
H 5.65545 1.15717 -1.74695 0.00
H 4.22235 2.46581 -2.59722 0.00
H 1.19277 2.34374 -2.77999 0.00
H 2.31074 1.92745 -4.10551 0.00
H 2.29890 3.53636 -3.41262 0.00
H 2.10330 2.74249 -0.44424 0.00
H 3.11978 4.01338 -1.10402 0.00
H 3.83703 2.72960 -0.11736 0.00
H 1.30044 0.03890 -3.83762 0.00
H -1.07546 0.46718 -5.19753 0.00
H -3.65101 0.10997 -4.49785 0.00
H -5.11812 1.14102 -2.17842 0.00
H -6.15866 -0.20405 -1.69762 0.00
H -5.48985 -0.16260 -3.32265 0.00
H -4.47084 0.44548 0.04151 0.00
H -2.92242 -0.37567 0.09659 0.00
H -4.40282 -1.28633 0.33516 0.00
H -4.40774 -2.39242 -3.11913 0.00
H -5.20815 -2.56039 -1.54751 0.00
H -3.46309 -2.83369 -1.69808 0.00
C -2.14637 1.55118 1.64697 0.00
C -2.05571 0.32710 2.57204 0.00
As -0.71197 -1.03370 2.06149 -0.02
C 0.54630 -1.11318 3.49778 -0.01
C 1.88013 -1.40371 3.23794 0.00
C 2.76997 -1.54017 4.29361 0.00
C 2.32688 -1.37713 5.59805 0.00
C 0.99155 -1.09236 5.85634 0.00
C 0.09415 -0.96457 4.80670 0.00
C -1.49512 -2.80296 2.04959 0.00
C -2.21311 -3.22713 0.93401 0.00
C -2.68127 -4.52904 0.85199 0.00
C -2.41935 -5.42414 1.88136 0.00
C -1.68261 -5.01443 2.98227 0.00
C -1.21322 -3.70941 3.06707 0.00
As -0.56945 1.78612 0.50836 -0.02
C 0.74407 2.26495 1.82310 -0.01
C 1.96214 1.59629 1.85086 0.00
C 2.90580 1.90569 2.81891 0.00
C 2.62919 2.88494 3.76116 0.00
C 1.41299 3.55942 3.73456 0.00
C 0.46850 3.25222 2.76778 0.00
C -0.90886 3.28883 -0.62325 0.00
C -0.18105 4.46531 -0.49378 0.00
C -0.43398 5.51946 -1.36051 0.00
C -1.40173 5.39432 -2.34763 0.00
C -2.12277 4.21365 -2.47629 0.00
C -1.87518 3.15458 -1.61769 0.00
H -2.22980 2.45853 2.23589 0.00
H -3.01087 1.51592 0.99575 0.00
H -3.01406 -0.17206 2.66592 0.00
H -1.74594 0.64119 3.56313 0.00
H 2.23249 -1.53554 2.21933 0.00
H 3.80930 -1.77266 4.09605 0.00
H 3.02391 -1.47918 6.42051 0.00
H 0.64666 -0.97936 6.87586 0.00
H -0.94769 -0.76973 5.02053 0.00
H -2.41220 -2.55526 0.11291 0.00
H -3.24646 -4.84688 -0.01619 0.00
H -2.78323 -6.44206 1.82063 0.00
H -1.46787 -5.71099 3.78238 0.00
H -0.63548 -3.41383 3.92965 0.00
H 2.20124 0.85190 1.10063 0.00
H 3.85562 1.38580 2.83252 0.00
H 3.36493 3.13091 4.51726 0.00
H 1.20332 4.32960 4.46558 0.00
H -0.46663 3.79501 2.75348 0.00
H 0.57669 4.57181 0.27008 0.00
H 0.12589 6.44052 -1.26330 0.00
H -1.59577 6.22063 -3.02025 0.00
H -2.87600 4.11707 -3.24815 0.00
H -2.42948 2.23018 -1.73764 0.00
```

Results
Net charge   +2
LUMO level (spin up / spin down)   -0.2490 / -0.2209 Ha
Relative energy (zero: lowest compared OMol25 entry of this formula, charge and spin)   0.0 kcal/mol
Multiplicity   3
E_HOMO (spin up / spin down)   -13.407 / -13.508 eV

Entry 2:
Molecular formula: C10H16
Method: DFT, wB97M-V/def2-TZVPD

The geometry in XYZ format:
```
26
Properties=species:S:1:pos:R:3:nbo_charge:R:1
C -0.91961 2.08024 -2.05426 -0.60
C -0.60253 1.46453 -0.67030 -0.43
C 0.42277 0.32404 -0.64568 0.00
C 1.42940 0.25938 -1.60638 -0.22
C 2.48572 -0.61759 -1.49996 -0.20
C 2.66608 -1.32396 -0.32805 -0.23
C 1.66567 -1.27842 0.63685 -0.20
C 0.46808 -0.58849 0.43065 -0.21
H -0.06612 2.31168 -2.68810 0.20
H -1.36078 3.05932 -1.84695 0.21
H -1.57391 1.49743 -2.70272 0.21
H -0.33977 2.28484 -0.01109 0.21
H -1.56792 1.05676 -0.36214 0.22
H 1.33900 1.00527 -2.37720 0.21
H 3.22209 -0.65833 -2.29814 0.21
H 3.51916 -1.97389 -0.17390 0.22
H 1.72225 -1.77022 1.60188 0.21
H -0.26133 -0.48048 1.20798 0.21
C -2.70879 -0.19009 1.71362 -0.62
C -2.80303 -0.75011 3.10784 -0.61
H -3.55913 0.48015 1.52144 0.20
H -1.87420 0.47024 1.52679 0.20
H -2.69511 -0.91431 0.89374 0.21
H -2.90336 0.07629 3.81067 0.21
H -3.51878 -1.56197 3.20447 0.21
H -1.81221 -1.14864 3.39766 0.20
```

Results
LUMO level   0.0363 Ha
Relative energy (zero: lowest compared OMol25 entry of this formula, charge and spin)   19.5 kcal/mol
Structure (SMILES)   CCc1ccccc1.CC
E_HOMO   -8.968 eV

Entry 3:
Molecular formula: C39H39F9N6O2P2S2Sc
Method: DFT, wB97M-V/def2-TZVPD

The geometry in XYZ format:
```
100
Properties=species:S:1:pos:R:3:lowdin_charge:R:1
Sc 1.39107 -0.45888 -1.33330 0.68
N 3.70907 -3.53903 -3.52661 0.07
C 2.92214 -2.52575 -3.07654 -0.88
S 3.64397 -1.49602 -1.84550 0.64
N 1.73180 -2.42746 -3.58719 0.00
N 1.02043 -1.31262 -3.20403 -0.14
C 0.29128 -0.75865 -4.11210 -0.03
C -0.06079 0.64145 -4.04806 -0.15
C -1.02879 1.18603 -4.90496 -0.03
C -1.16271 2.54647 -5.05569 -0.08
C -0.27349 3.39771 -4.39831 -0.06
C 0.67874 2.89304 -3.54124 -0.02
C 0.78150 1.51509 -3.30161 -0.36
O 1.64668 1.06109 -2.40761 -0.24
H 4.69665 -3.46203 -3.35887 0.09
H 3.41252 -4.00847 -4.36800 0.11
H 0.12578 -1.30123 -5.04143 0.15
H -1.67345 0.51477 -5.46035 0.12
H -1.92646 2.95752 -5.70150 0.11
H -0.33699 4.46779 -4.55211 0.12
H 1.37652 3.54198 -3.02666 0.13
F -3.07991 7.74746 -1.97366 0.15
C -3.48329 6.61272 -2.56323 -0.58
F -3.35856 6.78144 -3.89443 0.15
F -4.79646 6.46418 -2.30592 0.14
C -2.70239 5.41711 -2.08958 -0.11
C -1.51145 5.57115 -1.40020 0.01
C -0.83354 4.45009 -0.94366 -0.06
C -1.34978 3.17807 -1.16973 -0.34
C -2.51677 3.03615 -1.92226 -0.08
C -3.19651 4.15039 -2.37423 0.01
P -0.54659 1.65253 -0.53339 1.15
C 0.37706 2.43699 0.86035 -0.36
C 1.76710 2.47847 0.73156 -0.08
C 2.55575 3.02041 1.73213 0.01
C 1.95072 3.54544 2.86594 -0.12
C 0.56954 3.58198 2.97532 0.01
C -0.21232 3.02526 1.97432 -0.07
C 2.82875 4.02949 3.98826 -0.58
F 2.11822 4.36923 5.07402 0.15
F 3.56953 5.08591 3.63010 0.16
F 3.68470 3.04955 4.36203 0.13
C -2.04248 0.84071 0.17343 -0.36
C -2.18207 -0.51479 -0.12356 -0.10
C -3.30832 -1.22385 0.26674 0.01
C -4.30077 -0.56786 0.97519 -0.11
C -4.18490 0.78447 1.27513 0.02
C -3.06911 1.48922 0.85830 -0.06
C -5.56517 -1.28716 1.36428 -0.59
F -5.91145 -1.01578 2.63465 0.15
F -6.58914 -0.90759 0.58171 0.16
F -5.43897 -2.61807 1.25168 0.15
H -1.11915 6.56029 -1.20728 0.13
H 0.10199 4.57858 -0.41665 0.11
H -2.89134 2.04677 -2.15567 0.12
H -4.11451 4.04317 -2.93741 0.13
H 2.23334 2.09474 -0.16859 0.09
H 3.63501 3.02828 1.64198 0.14
H 0.10740 4.02776 3.84592 0.13
H -1.28868 3.06095 2.07538 0.10
H -1.40158 -1.02002 -0.68408 0.08
H -3.41767 -2.26987 0.01443 0.13
H -4.97282 1.28376 1.82419 0.13
H -3.01961 2.55352 1.04702 0.11
O 0.98337 -0.51342 0.72142 -0.67
S 0.76657 -1.27857 2.03264 1.01
C 2.00068 -0.69587 3.25594 -0.26
C 1.25690 -0.04085 4.41932 -0.20
C -0.18159 -0.56073 4.38497 -0.21
C -0.61036 -0.49810 2.92865 -0.28
H 2.69577 -0.03991 2.73379 0.10
H 2.53573 -1.59139 3.57409 0.09
H 1.25921 1.03909 4.30934 0.10
H 1.74385 -0.28355 5.36255 0.13
H -0.84745 0.03557 5.00757 0.13
H -0.22163 -1.59252 4.74417 0.12
H -0.68063 0.52054 2.55706 0.08
H -1.52679 -1.04422 2.71087 0.10
C 3.11597 -5.89463 0.57419 -0.18
N 2.80109 -4.80096 1.49041 -0.15
C 1.56736 -5.10864 2.20891 -0.18
N 0.44271 -5.42585 1.33233 -0.15
C 0.83880 -6.49861 0.42319 -0.18
N 2.02535 -6.16344 -0.34870 -0.15
C 1.79816 -5.08110 -1.28676 -0.30
P 1.30331 -3.44451 -0.47094 0.99
C 2.72940 -3.54294 0.77170 -0.35
C -0.02921 -4.26661 0.59534 -0.34
H 3.30572 -6.79520 1.16087 0.13
H 4.01707 -5.63821 0.01471 0.13
H 1.29933 -4.25283 2.83306 0.11
H 1.74940 -5.97238 2.85098 0.13
H 0.01215 -6.71630 -0.25523 0.13
H 1.05558 -7.38817 1.01755 0.13
H 1.00322 -5.37168 -1.97791 0.10
H 2.70194 -4.90473 -1.86670 0.06
H 2.68005 -2.72038 1.48525 0.03
H 3.64521 -3.41004 0.19664 0.05
H -0.82072 -4.58735 -0.08925 0.09
H -0.47484 -3.55557 1.28911 0.05
```

Results
Net charge   +1
LUMO level   -0.1031 Ha
Relative energy (zero: lowest compared OMol25 entry of this formula, charge and spin)   28.9 kcal/mol
E_HOMO   -10.451 eV

Entry 4:
Molecular formula: C9H9ClO4
Method: DFT, wB97M-V/def2-TZVPD

The geometry in XYZ format:
```
23
Properties=species:S:1:pos:R:3:nbo_charge:R:1
C 0.62762 1.21120 -3.89268 -0.25
O 0.35685 0.48816 -2.69856 -0.52
C 0.60349 -0.83680 -2.57548 0.70
O 1.05663 -1.47095 -3.49360 -0.61
C 0.38843 -1.45827 -1.30506 -0.28
Cl 0.86535 -3.11969 -1.15061 0.02
C 0.11027 -0.65595 0.09024 0.43
O 0.30640 0.64946 -0.05716 -0.46
C -0.28183 1.57848 0.87530 -0.27
C -0.32714 -1.36578 1.24367 0.10
C -1.13116 -2.53277 1.11055 -0.18
C -1.53505 -2.88436 2.40717 -0.32
C -0.95961 -1.93100 3.25721 0.13
O -0.28887 -1.04030 2.53634 -0.38
H 0.29718 2.17842 -3.65616 0.19
H 0.14809 0.82608 -4.81182 0.19
H 1.74780 1.23992 -4.02322 0.19
H -0.27650 2.54963 0.46372 0.21
H 0.44793 1.54406 1.75209 0.19
H -1.38574 1.33916 1.22511 0.19
H -1.33842 -3.00722 0.10748 0.27
H -2.11890 -3.68284 2.69641 0.23
H -0.98967 -1.69890 4.32073 0.22
```

Results
LUMO level (spin up / spin down)   -0.0242 / -0.0241 Ha
Structure (SMILES)   COC(=O)/C(Cl)=C(\OC)c1ccco1
E_HOMO (spin up / spin down)   -7.537 / -7.540 eV

Entry 5:
Molecular formula: C6H8N4OS
Method: DFT, wB97M-V/def2-TZVPD

The geometry in XYZ format:
```
20
Properties=species:S:1:pos:R:3:nbo_charge:R:1
C -2.60511 0.11935 -0.81591 -0.64
C -1.26173 0.15202 -0.08928 -0.17
C -1.33426 -0.12772 1.39783 -0.61
C -0.56021 1.39370 -0.29490 0.15
N -0.03549 2.32655 0.12187 0.22
O 0.63042 3.29705 0.16272 -0.40
S -0.27105 -1.25021 -0.90124 0.23
C 1.33226 -1.17792 -0.22680 0.13
N 1.68940 -1.18643 1.05533 -0.29
N 3.03881 -0.91025 1.05993 -0.27
C 3.45880 -0.80763 -0.15185 0.14
N 2.36649 -0.83002 -1.00499 -0.54
H -3.35905 0.74055 -0.33274 0.23
H -3.15243 -0.80315 -1.02774 0.24
H -2.61357 0.57818 -1.74589 0.23
H -0.32818 0.12362 1.82705 0.25
H -1.67582 -1.16698 1.63999 0.23
H -2.04460 0.59335 1.73429 0.21
H 4.47516 -0.58816 -0.50129 0.21
H 2.25013 -0.47592 -1.90637 0.43
```

Results
LUMO level   0.0109 Ha
Relative energy (zero: lowest compared OMol25 entry of this formula, charge and spin)   31.6 kcal/mol
Structure (SMILES)   CC(C)(C#[N+][O-])Sc1nnc[nH]1
E_HOMO   -9.336 eV

How do the records compare in E? In the order shown, they have -7347.32259 -390.60477 -5127.15001 -1109.36215 -925.74569 Eh.